Formula: C2H4NO2S
Source: the Open Molecules 2025 dataset
Level of theory: the ωB97M-V functional and the def2-TZVPD basis

orbital gap: 5.7 eV
net charge: -1
highest occupied orbital energy: -0.072 Ha

The geometry in XYZ format:
```
10
Properties=species:S:1:pos:R:3:nbo_charge:R:1
C 0.778 0.288 -0.479 0.01
C -1.691 0.104 0.331 -0.46
N -0.666 1.036 0.523 -0.74
O 1.923 1.056 -0.654 -0.67
O 2.910 -1.340 -0.174 -0.99
S 2.279 -0.147 0.451 1.27
H 0.648 -0.626 -1.054 0.15
H -2.328 0.540 -0.512 0.12
H -2.486 0.067 1.191 0.14
H -1.366 -0.981 0.376 0.15
```